[1]
The following is a quantum chemistry calculation of C4H8NO as an isolated structure in a non-equilibrium geometry, from the Open Molecules 2025 dataset.

CARTESIAN COORDINATES (ANGSTROEM)
C1 1.74978 0.11809 0.52847
C2 1.35147 0.96522 1.74981
C3 -1.32499 0.11820 -1.34292
C4 -0.30028 -0.70713 -0.58143
N1 0.49909 0.05109 0.30576
O1 1.05658 0.51898 2.96096
H1 2.70221 -0.14450 0.10291
H2 0.88553 1.84730 1.50707
H3 -1.80051 -0.53481 -1.97349
H4 -2.00126 0.74147 -0.74983
H5 -0.63321 0.78594 -2.02572
H6 0.39831 -1.05080 -1.27476
H7 -0.86658 -1.42718 -0.11621
H8 1.43239 -0.32010 3.47860

Properties
Strongest force on any atom = 4.80 eV/Å
HOMO = -15.432 eV
DFT total energy = -7804.506 eV
Energy relative to the best compared isomer or geometry (same formula, charge and spin) = 347.0 kJ/mol
Charge = +1
Gap between HOMO and LUMO = 10.57 eV

---

[2]
The following is a quantum chemistry calculation of a 10-piece molecular cluster, H20O10 overall in a non-equilibrium geometry, from the Open Molecules 2025 dataset.

CARTESIAN COORDINATES (ANGSTROEM)
O1 -2.90840 4.75464 -29.97423
H1 -3.27196 4.51168 -30.82572
H2 -2.39691 3.99162 -29.70513
O2 -2.10697 6.18557 -23.74430
H3 -2.73825 6.82423 -24.07572
H4 -2.63170 5.40980 -23.54664
O3 -3.02004 3.44516 -26.23983
H5 -3.37408 4.23340 -25.82806
H6 -3.48580 3.38006 -27.07354
O4 -2.07473 0.19915 -28.16911
H7 -2.24850 -0.42412 -28.87450
H8 -2.90757 0.65267 -28.03900
O5 -4.85219 1.18792 -27.92840
H9 -4.92856 0.28729 -28.24346
H10 -5.52736 1.66798 -28.40790
O6 -0.35584 4.15087 -26.05028
H11 -1.17420 3.66496 -25.94827
H12 -0.14315 4.45094 -25.16657
O7 -2.00009 7.01910 -27.57276
H13 -2.16301 6.81649 -26.65155
H14 -1.06219 7.20557 -27.61524
O8 -4.55523 1.12034 -24.98553
H15 -4.45249 0.65680 -25.81668
H16 -4.52745 2.04728 -25.22268
O9 -3.41490 3.90194 -22.79119
H17 -4.00688 3.50086 -23.42752
H18 -3.97638 4.47486 -22.26895
O10 -5.45123 4.34453 -24.72389
H19 -6.22288 3.78781 -24.82808
H20 -5.56699 4.75744 -23.86812

Properties
Strongest force on any atom = 1.09 eV/Å
HOMO (spin up / spin down) = 0.018 / -7.681 eV
DFT total energy = -20799.423 eV
Expectation value of S² = 0.7504
Spin multiplicity = 2
Energy relative to the best compared isomer or geometry (same formula, charge and spin) = 93.4 kJ/mol
Charge = -1
Gap between HOMO and LUMO (spin up / spin down) = 2.40 / 10.25 eV

---

[3]
The following is a quantum chemistry calculation of C27H38BaClN11O2 as an isolated structure, from the Open Molecules 2025 dataset.

CARTESIAN COORDINATES (ANGSTROEM)
Ba1 2.10958 1.77707 -0.81362
N1 8.24021 -0.81993 0.50283
N2 7.29047 0.17542 0.39513
N3 7.54926 1.31962 -0.18264
C1 6.35061 1.89383 -0.13267
N4 5.43362 1.11571 0.45356
N5 6.06600 0.00207 0.78868
H1 9.15257 -0.39770 0.60564
H2 7.97871 -1.44927 1.24876
H3 6.15720 2.87348 -0.53481
O1 2.54682 3.89414 0.63677
N6 3.20818 4.26890 1.71372
C2 2.59151 4.25176 2.90807
C3 3.26826 4.61134 4.05254
C4 4.59516 5.00325 3.97299
C5 5.20293 5.03206 2.72804
C6 4.48733 4.66507 1.60922
H4 1.55733 3.94778 2.87853
H5 2.74597 4.57967 4.99773
H6 5.14011 5.29219 4.86090
H7 6.23178 5.34041 2.60972
H8 4.87593 4.68088 0.60373
C7 -5.92101 -0.36572 -0.65918
C8 -4.71562 -0.17160 0.27377
C9 -3.98325 1.09054 -0.20210
C10 -5.27598 0.06962 1.68358
C11 -3.78756 -1.43724 0.26835
O2 -4.55587 -2.63136 0.41233
C12 -2.86104 -1.54255 -0.95928
C13 -3.50578 -1.94214 -2.30826
C14 -3.28403 -0.92762 -3.40677
C15 -1.99541 -0.49887 -3.72084
C16 -1.76550 0.42014 -4.73058
C17 -2.84138 0.92147 -5.44642
Cl1 -2.56149 2.06773 -6.72084
C18 -4.13028 0.51108 -5.16283
C19 -4.34141 -0.41314 -4.14688
C20 -2.89892 -1.56534 1.52749
N7 -1.82796 -0.58570 1.67638
C21 -0.59861 -0.61642 1.16065
N8 0.09502 0.43864 1.55324
C22 -0.79880 1.09904 2.34178
N9 -1.96836 0.51487 2.44957
H9 -6.56282 0.51331 -0.58514
H10 -6.53012 -1.22740 -0.37732
H11 -5.62616 -0.45311 -1.70420
H12 -4.64555 1.94958 -0.07379
H13 -3.72555 1.03472 -1.26239
H14 -3.07882 1.29369 0.37086
H15 -6.09685 0.78660 1.62721
H16 -4.52465 0.48230 2.35664
H17 -5.67316 -0.85390 2.11094
H18 -5.13507 -2.73133 -0.34909
H19 -2.10612 -2.29422 -0.71270
H20 -2.33799 -0.59401 -1.07940
H21 -4.57669 -2.11765 -2.20985
H22 -3.07868 -2.89510 -2.62574
H23 -1.14904 -0.90209 -3.17393
H24 -0.76156 0.74176 -4.97191
H25 -4.96059 0.90638 -5.73173
H26 -5.35395 -0.74113 -3.94044
H27 -2.44692 -2.55435 1.47760
H28 -3.50570 -1.52275 2.42529
H29 -0.23097 -1.41238 0.53105
H30 -0.57722 2.02312 2.85095
C23 2.45866 -4.53318 2.23621
C24 2.34009 -3.52961 1.13837
C25 2.12869 -3.67531 -0.21455
C26 2.11628 -2.36452 -0.73733
N10 2.30359 -1.47334 0.22786
N11 2.43511 -2.20192 1.35178
C27 1.93079 -1.93786 -2.16104
H31 2.34614 -5.53586 1.83118
H32 1.68963 -4.38515 2.99577
H33 3.43202 -4.47235 2.72503
H34 2.00495 -4.60012 -0.75383
H35 2.59576 -1.73040 2.22504
H36 1.77070 -2.80134 -2.80391
H37 2.81016 -1.40669 -2.53031
H38 1.06529 -1.27757 -2.26915

Properties
Strongest force on any atom = 0.81 eV/Å
HOMO (spin up / spin down) = -6.284 / -10.606 eV
DFT total energy = -62309.062 eV
Expectation value of S² = 0.7506
Spin multiplicity = 2
Energy relative to the best compared isomer or geometry (same formula, charge and spin) = 39.5 kJ/mol
Charge = +1
Gap between HOMO and LUMO (spin up / spin down) = 3.56 / 7.88 eV

---

[4]
The following is a quantum chemistry calculation of one molecule with the formula C6H4Br3ClOS in a non-equilibrium geometry, from the Open Molecules 2025 dataset.

CARTESIAN COORDINATES (ANGSTROEM)
O1 2.02830 -0.12170 -0.84902
C1 0.98740 -0.94924 -0.45164
C2 1.34197 -1.92289 0.72841
Cl1 2.59643 -3.07633 0.20140
C3 -0.08380 0.02083 -0.04041
S1 -0.82051 0.18649 1.61012
C4 -1.90813 1.39683 1.02462
Br1 -3.40343 2.10976 2.09284
C5 -1.59476 1.70248 -0.28650
Br2 -2.92680 2.87247 -1.09373
C6 -0.53485 0.99736 -0.84786
Br3 -0.23525 1.53318 -2.72958
H1 1.82999 0.84968 -0.67624
H2 0.71050 -1.59138 -1.36425
H3 0.45220 -2.51680 0.93796
H4 1.56075 -1.49075 1.74390

Properties
Strongest force on any atom = 4.43 eV/Å
HOMO = -9.299 eV
DFT total energy = -241817.642 eV
Structure (SMILES) = O[C@@H](CCl)c1sc(Br)c(Br)c1Br
Charge = 0
Gap between HOMO and LUMO = 8.98 eV

---

[5]
The following is a quantum chemistry calculation of C9H18Cl4IO2P as an isolated structure, from the Open Molecules 2025 dataset.

CARTESIAN COORDINATES (ANGSTROEM)
C1 1.95825 -1.45543 3.12049
C2 0.76999 -1.89973 3.96621
C3 -0.61049 -1.48624 3.46548
I1 -0.68728 0.59260 2.92462
P1 -1.41456 -2.45766 2.07913
C4 -0.07113 -3.52871 1.38875
C5 0.56128 -2.90893 0.17079
O1 0.35691 -1.79608 -0.23951
O2 1.41519 -3.76140 -0.43120
H1 2.82642 -2.07769 3.33333
H2 2.21766 -0.41989 3.32444
H3 1.74665 -1.52518 2.05286
H4 0.88350 -1.52679 4.98521
H5 0.77594 -2.99007 4.04779
H6 -1.30858 -1.55265 4.29463
H7 -1.93145 -3.46523 2.93052
H8 -0.53472 -4.46894 1.08417
H9 0.72011 -3.80600 2.08325
H10 1.80481 -3.28770 -1.17871
Cl1 -3.00355 2.18779 0.23071
C6 -2.42142 1.46514 -1.29619
C7 -1.16330 0.65661 -1.11523
Cl2 0.24417 1.68000 -0.72842
H11 -2.27107 2.27647 -2.00331
H12 -3.21581 0.81463 -1.65815
H13 -0.92769 0.14328 -2.04567
H14 -1.25467 -0.07337 -0.31436
Cl3 0.78463 4.84425 -6.34073
C8 0.46306 5.03590 -4.59671
C9 0.75020 3.77671 -3.82108
Cl4 -0.40166 2.47194 -4.20561
H15 -0.57496 5.33848 -4.48692
H16 1.11026 5.83444 -4.23867
H17 0.65518 3.96953 -2.75351
H18 1.74816 3.39992 -4.02840

Properties
Strongest force on any atom = 0.21 eV/Å
HOMO = -9.033 eV
DFT total energy = -81199.844 eV
Charge = 0
Gap between HOMO and LUMO = 9.53 eV

---

[6]
The following is a quantum chemistry calculation of one molecule with the formula C4H2Br2N2O5 in a non-equilibrium geometry, from the Open Molecules 2025 dataset.

CARTESIAN COORDINATES (ANGSTROEM)
O1 2.16181 -2.66932 0.98634
C1 1.11196 -2.16939 0.73709
O2 -0.02091 -2.48184 1.26891
N1 -1.52401 -2.01718 0.72016
O3 -2.35064 -2.85088 0.76717
C2 -1.29048 -0.80571 0.33755
Br1 -2.74304 -0.10473 -0.78576
C3 -0.01705 -0.04125 0.32168
C4 1.04224 -0.91039 -0.22728
Br2 2.73002 -0.02908 -0.24416
N2 0.73554 -1.34895 -1.66489
O4 -0.37282 -1.75680 -1.80158
O5 1.64842 -1.56490 -2.39444
H1 -0.09113 1.03785 0.04512
H2 0.30872 0.13687 1.50546

Properties
Strongest force on any atom = 4.62 eV/Å
HOMO (spin up / spin down) = -10.305 / -10.305 eV
DFT total energy = -157474.889 eV
Structure (SMILES) = O=C1O[N+]([O-])=C(Br)C[C@]1(Br)[N+](=O)[O-]
Energy relative to the best compared isomer or geometry (same formula, charge and spin) = 123.9 kJ/mol
Charge = 0
Gap between HOMO and LUMO (spin up / spin down) = 9.10 / 9.10 eV

---

Q: Number 1 is which compound?
A: C4H8NO

---

Q: The lowest DFT total energy belongs to which entry?
A: C6H4Br3ClOS

---

Q: Which value of strongest force on any atom does entry 1 give?
A: 4.80 eV/Å